DFT (ωB97M-V with the def2-TZVPD basis set) results for a 3-piece molecular cluster, C19H32O8 overall in a non-equilibrium geometry.

- multiplicity = 1
- net charge = 0
- molecular weight (g mol⁻¹) = 388.46
- HOMO energy (eV) = -9.03
- maximum force (eV/Å) = 9.44
- energy above the lowest of the compared OMol25 structures with the same formula, charge and spin (kcal/mol) = 214.1
- E_tot (Eh) = -1344.7021

The geometry in XYZ format:
```
59
Properties=species:S:1:pos:R:3:forces:R:3:lowdin_charge:R:1
C -0.481265 3.772352 -4.018936 2.19 -8.77 0.67 0.046
C -0.136783 2.407624 -3.913222 -3.64 8.68 -0.77 -0.005
C -0.243297 0.737259 -3.918268 1.57 0.72 -0.33 -0.265
C 0.208524 0.125171 -2.469240 0.73 -0.89 -0.04 -0.157
O -0.351504 0.804344 -1.292969 2.02 -0.46 -0.88 -0.211
C 0.684892 1.245058 -0.347603 0.31 1.11 0.31 -0.166
C 1.112723 0.133865 0.783946 0.40 1.34 0.77 -0.166
O 0.154546 -0.958262 0.982791 2.59 -0.22 -0.97 -0.203
C 0.721167 -2.282844 0.707031 -1.24 -1.86 0.88 -0.245
C 0.266614 -3.328320 1.930974 1.38 0.26 -0.30 -0.109
O -1.476695 0.220718 -4.493832 0.67 0.78 2.14 -0.162
C -2.573358 0.026711 -3.556888 -2.78 -0.34 0.43 -0.154
C -3.217229 1.429097 -2.933287 0.43 0.71 -0.74 -0.169
O -4.652205 1.257881 -2.531682 2.24 1.06 1.52 -0.253
C -4.842700 2.050145 -1.297596 -1.14 0.70 0.41 -0.146
H -0.710927 4.938298 -4.111964 0.86 -3.37 0.27 0.055
H 0.625647 0.415635 -4.675219 -2.10 0.68 1.61 0.164
H 1.401543 0.135149 -2.459929 -2.53 0.27 0.05 0.151
H -0.076254 -1.033632 -2.436089 0.38 2.50 -0.21 0.144
H 1.658010 1.647212 -0.909666 -2.51 -1.29 1.23 0.101
H 0.253417 2.200835 0.219031 0.65 -2.15 -1.30 0.139
H 2.210805 -0.190618 0.546659 -2.13 0.07 0.42 0.125
H 1.165974 0.722986 1.819920 -0.06 -1.23 -2.20 0.138
H 0.225037 -2.733487 -0.279390 1.31 1.12 1.84 0.124
H 1.888452 -2.338826 0.674429 -2.17 0.53 -0.14 0.119
H 0.944034 -4.295386 1.753237 -1.75 1.91 0.40 0.085
H 0.589106 -2.911954 3.001741 -0.87 -0.78 -2.49 0.096
H -0.873427 -3.590058 1.909125 2.26 0.55 0.02 0.083
H -2.386761 -0.798675 -2.719689 0.05 2.01 -1.63 0.141
H -3.472701 -0.429932 -4.200351 2.14 1.04 1.21 0.149
H -3.200939 2.260931 -3.789599 0.11 -1.88 1.73 0.139
H -2.620200 1.857007 -2.024048 -0.89 -1.10 -1.75 0.110
H -4.378118 1.564838 -0.333596 -0.58 0.79 -2.03 0.104
H -6.003026 2.131424 -1.100790 2.31 -0.27 -0.56 0.099
H -4.445034 3.167006 -1.421413 -0.70 -2.41 0.20 0.106
O 0.538499 -4.095246 6.004497 -0.49 -1.47 -1.42 0.103
C 0.121195 -5.088010 5.431388 0.53 1.95 1.03 -0.455
O 0.099187 -5.241610 4.074880 0.25 0.24 0.83 -0.019
C -0.551650 -6.469903 3.753183 -0.21 -0.33 -0.62 -0.173
C -0.442051 -7.315265 4.995066 -0.08 -0.93 0.15 -0.170
C -0.479889 -6.288103 6.098204 0.12 -0.52 0.16 -0.087
H -1.591912 -6.254808 3.487188 0.07 0.01 0.00 0.131
H -0.056047 -6.936577 2.896905 -0.05 0.31 0.05 0.129
H -1.229020 -8.070104 5.072837 0.11 0.09 -0.10 0.121
H 0.525203 -7.832250 5.007774 -0.17 0.05 -0.04 0.124
H -1.504196 -6.053352 6.400694 0.13 0.07 0.10 0.137
H 0.116273 -6.601130 6.958447 -0.26 0.35 0.03 0.132
O 3.003290 2.920481 -0.557489 1.22 2.05 -0.56 0.071
C 3.145284 4.100741 -0.831358 -0.01 -1.76 0.61 -0.431
O 4.290667 4.639944 -1.342776 -0.54 -0.79 0.23 0.037
C 4.140440 6.055706 -1.436744 0.42 0.64 -0.20 -0.170
C 2.653877 6.296808 -1.467043 -0.51 0.72 -0.30 -0.168
C 2.119475 5.172119 -0.616808 -0.37 0.25 -0.27 -0.082
H 4.618618 6.516291 -0.565899 -0.02 -0.06 -0.06 0.130
H 4.631302 6.419172 -2.344250 0.08 -0.25 0.20 0.130
H 2.371375 7.289706 -1.107189 0.11 -0.11 -0.08 0.121
H 2.281574 6.190179 -2.493217 0.08 0.04 0.15 0.121
H 2.097404 5.438638 0.443520 -0.07 -0.16 -0.03 0.139
H 1.133038 4.847021 -0.955429 0.14 -0.19 0.34 0.126
```
Forces are in eV/Å.